A structure of composition C18H20F15N2O6ScSe at a distorted geometry, computed with ωB97M-V/def2-TZVPD.

Structure (XYZ):
```
63
C18H20F15N2O6ScSe | the Open Molecules 2025 dataset | ωB97M-V/def2-TZVPD
Sc 1.23281 -0.57328 0.95045
C -3.29479 3.77870 -1.58832
C -2.57837 2.79783 -2.56532
N -1.89577 1.73171 -2.02994
C -2.69775 0.46403 -1.94170
C -3.56127 0.21158 -0.72096
C -0.76144 2.07679 -1.25677
C 0.54653 1.33420 -1.61690
N 0.75314 0.01895 -1.13716
C 1.46494 -0.85716 -1.92975
C 0.97054 -2.12278 -2.24582
F -0.15637 -2.59617 -1.65900
C 1.68107 -3.01471 -3.03179
F 1.14791 -4.21506 -3.34903
C 2.92395 -2.65902 -3.52523
C 3.30401 -1.34926 -3.45366
F 4.19860 -0.91356 -4.40176
C 2.67888 -0.55509 -2.53199
F 3.17146 0.67156 -2.38393
H -3.12157 4.79976 -1.87086
H -2.83823 3.70580 -0.59544
H -4.32433 3.57310 -1.55823
H -1.84605 3.29109 -3.20272
H -3.23055 2.39325 -3.38806
H -2.02370 -0.35797 -2.07390
H -3.35237 0.45720 -2.88670
H -4.56687 0.59999 -0.87090
H -3.17651 0.81151 0.15135
H -3.53534 -0.85327 -0.56280
H -0.82117 2.06725 -0.10147
H -0.52302 3.15849 -1.58071
H 1.31452 2.07392 -1.27499
H 0.68930 1.37349 -2.72396
H 3.43828 -3.52991 -3.89745
O 3.02756 -1.35629 0.22974
Se 2.89750 -2.89529 1.15453
O 2.67695 -4.13728 0.10480
O 1.42949 -2.43634 1.93860
O 4.22835 -2.99065 2.20107
F -4.17523 -5.49385 0.93260
C -3.07992 -4.80507 1.20990
F -2.03646 -5.64874 1.31628
C -3.12420 -3.94647 2.42805
F -1.80591 -3.67262 2.68279
F -3.56274 -4.63542 3.45006
F -3.81615 -2.81410 2.31749
O -0.89861 -1.23003 1.68338
H -0.84786 -2.15547 2.00560
H -1.12041 -0.67373 2.45447
C 0.93893 2.73022 3.70213
C 1.85874 1.95528 2.76650
O 1.05408 0.98867 2.15152
C 3.02433 1.25082 3.48859
F 3.52604 0.20247 2.71222
F 2.51692 0.62465 4.59988
F 4.04016 1.96047 3.91963
C 2.40735 2.93314 1.71494
F 1.36841 3.23605 0.79696
F 2.83552 4.09670 2.24386
F 3.41959 2.40124 1.07038
H 0.48991 2.02196 4.42939
H 0.14261 3.05436 3.03900
H 1.37457 3.64236 4.11109
```

E_HOMO (eV): 0.33
HOMO-LUMO gap (eV): 3.6
Charge: -2
Lowest unoccupied orbital energy (eV): 3.978

---

A structure of composition C24H44O3P2SSc at a distorted geometry, computed with ωB97M-V/def2-TZVPD.

Structure (XYZ):
```
75
C24H44O3P2SSc | the Open Molecules 2025 dataset | ωB97M-V/def2-TZVPD
Sc -0.30107 -0.82142 0.88750
C 0.99693 0.63352 2.72404
C -0.32305 1.12761 2.45027
C -0.52485 -0.83582 3.66888
C 0.85932 -0.58594 3.46243
C -1.26325 0.21353 3.05605
C 2.29172 1.35035 2.49335
H 2.12974 2.39312 2.18118
H 2.86525 0.83915 1.70110
H 2.92461 1.37058 3.40266
C 1.96029 -1.37316 4.07505
H 2.84154 -0.74293 4.24701
H 2.26895 -2.21625 3.43784
H 1.64578 -1.79543 5.03999
C -1.10246 -1.87516 4.55777
H -0.41220 -2.13460 5.36853
H -1.31523 -2.79909 4.00314
H -2.04652 -1.53454 4.99942
C -2.72863 0.41118 3.24955
H -2.95678 0.50293 4.32484
H -3.31189 -0.44833 2.88237
H -3.10029 1.30317 2.73430
C -0.69093 2.44249 1.83798
H -1.03306 3.17253 2.59806
H -1.53896 2.32534 1.13916
H 0.15534 2.87896 1.27917
C 3.66035 1.26083 -2.23501
C 3.99109 2.14368 -3.18878
C 3.12921 2.90862 -4.14456
C 1.67948 2.32947 -4.29296
C 0.71171 2.80132 -3.27106
C 0.91766 3.12698 -1.99057
C 1.59885 2.22156 -1.01516
C 2.31254 0.99033 -1.61752
H 3.62715 2.88720 -5.13554
H 1.72328 1.22005 -4.36938
H 3.07731 3.97775 -3.84961
H 1.60337 0.45809 -2.27624
H 4.45022 0.64867 -1.77079
H 5.06040 2.35199 -3.32114
H 2.49882 0.26695 -0.80864
H 2.27725 2.72878 -0.31098
H 0.37255 3.97279 -1.56709
H 0.78397 1.81691 -0.37053
H 1.25230 2.65806 -5.24990
H -0.28500 2.99713 -3.65817
P -0.73468 -0.27923 -2.13777
C 0.02573 -1.17867 -3.56626
C -2.15668 0.40853 -3.22123
P -2.56867 -0.98568 0.07903
C -1.78484 -1.68071 -1.48237
C -3.25116 0.69779 -0.29104
C -4.00205 -2.10707 0.06232
H 0.17804 -2.23064 -3.30074
H 1.00204 -0.76417 -3.83757
H -0.59771 -1.14021 -4.47317
H -2.45459 -0.35501 -3.96239
H -1.82238 1.30923 -3.75258
H -3.04861 0.68927 -2.64589
H -4.55308 -2.06880 -0.89012
H -4.65276 -1.81240 0.89601
H -3.58931 -3.11670 0.22972
H -1.15136 -2.56520 -1.30471
H -2.59385 -1.92424 -2.19351
H -3.46741 1.20465 0.65824
H -4.18357 0.61496 -0.86089
H -2.56499 1.35576 -0.83908
C 1.24355 -4.49641 1.67417
S 0.12698 -3.53882 0.68325
O -0.66236 -4.33563 -0.21595
O -0.72104 -2.78057 1.69618
O 0.91156 -2.40443 0.02564
H 0.83687 -5.50849 1.66999
H 1.25939 -4.12641 2.69629
H 2.24413 -4.44965 1.24639
```

E_HOMO (eV): -10.67
HOMO-LUMO gap (eV): 7.6
Charge: +1
Lowest unoccupied orbital energy (eV): -3.070

---

An isolated molecule of C22H27NO4S, computed with ωB97M-V/def2-TZVPD.

Structure (XYZ):
```
55
C22H27NO4S | the Open Molecules 2025 dataset | ωB97M-V/def2-TZVPD
C -3.32171 -0.74027 -3.02773
C -2.91992 -0.00526 -1.78628
C -3.15736 -0.54738 -0.53093
C -2.73468 0.08586 0.62892
C -3.06320 -0.48263 1.97512
C -2.03337 1.28948 0.51968
O -1.55732 1.89514 1.67520
C -0.16223 1.78239 1.89559
C 0.27071 0.34180 2.19702
O 0.18763 -0.09821 3.33072
N 0.73040 -0.43230 1.18002
C 0.92381 0.03926 -0.17514
C 2.18559 0.84817 -0.38115
C 2.45811 1.32475 -1.65934
C 3.59130 2.07770 -1.90099
C 4.46902 2.36382 -0.86720
C 4.20553 1.89118 0.40549
C 3.06885 1.13699 0.64872
C 1.16433 -1.77367 1.57213
C -0.04477 -2.72585 1.68076
C -0.51761 -3.04200 0.28175
S 1.06417 -3.29596 -0.59689
O 1.05563 -2.61269 -1.86650
O 1.40690 -4.68918 -0.61239
C 2.13781 -2.41829 0.61084
C -1.84809 1.89349 -0.72864
C -1.19119 3.23794 -0.85050
C -2.29121 1.22858 -1.86383
H -3.56373 -0.04642 -3.82907
H -4.18106 -1.37975 -2.84134
H -2.49689 -1.36999 -3.36402
H -3.68939 -1.48513 -0.44991
H -2.27293 -0.28198 2.69373
H -3.96809 -0.00587 2.35267
H -3.24421 -1.55344 1.91218
H 0.01463 2.35794 2.80847
H 0.42081 2.21683 1.07717
H 0.06210 0.64147 -0.47073
H 0.93702 -0.80983 -0.86064
H 1.77460 1.09339 -2.46326
H 3.79171 2.44227 -2.89735
H 5.35441 2.95216 -1.05485
H 4.88446 2.10861 1.21647
H 2.87225 0.77820 1.64895
H 1.60533 -1.66908 2.57259
H -0.81852 -2.26035 2.28914
H 0.28041 -3.64285 2.17473
H -1.04307 -2.21546 -0.18880
H -1.09438 -3.95707 0.21179
H 2.72122 -3.18921 1.10467
H 2.79318 -1.72725 0.09266
H -1.27186 3.78497 0.08595
H -1.67234 3.81534 -1.63694
H -0.13476 3.14088 -1.10921
H -2.13801 1.68873 -2.82953
```

E_HOMO (eV): -8.85
HOMO-LUMO gap (eV): 9.5
Lowest unoccupied orbital energy (eV): 0.625

---

A structure of composition C30H26N4O6Ti, computed with ωB97M-V/def2-TZVPD.

Structure (XYZ):
```
67
C30H26N4O6Ti | the Open Molecules 2025 dataset | ωB97M-V/def2-TZVPD
Ti 0.15393 -0.06759 -0.12929
C -4.86267 -1.95493 -2.66472
O -3.98270 -1.18943 -1.89665
C -3.94001 -1.42263 -0.54149
C -4.90038 -2.17914 0.12470
C -4.79184 -2.34377 1.50959
C -3.74962 -1.75425 2.18744
C -2.76285 -0.98080 1.52676
C -1.77527 -0.31829 2.30036
N -0.73168 0.32831 1.76509
N -0.06659 1.18201 2.57440
C 0.83991 1.79621 1.86094
O 0.97706 1.53130 0.58243
C 1.73159 2.78227 2.46704
C 1.68457 3.09427 3.83241
C 2.55636 4.02614 4.36984
C 3.49190 4.66952 3.56275
C 3.54118 4.36357 2.20604
C 2.67533 3.42998 1.65800
C -2.84432 -0.82453 0.10945
O -1.97096 -0.12647 -0.59616
H -4.65913 -1.70150 -3.70420
H -4.69994 -3.02983 -2.51948
H -5.91311 -1.72959 -2.43961
H -5.71759 -2.64014 -0.41300
H -5.52637 -2.93893 2.04111
H -3.66304 -1.87192 3.26332
H -1.90476 -0.26514 3.37903
H 0.95186 2.58940 4.44870
H 2.50986 4.25803 5.42872
H 4.17299 5.39859 3.98686
H 4.26534 4.85982 1.56951
H 2.69777 3.17849 0.60363
O -0.19467 -1.94031 -0.16591
C 0.22393 -3.06684 0.47368
C 1.14870 -2.79509 1.64434
C 1.71953 -3.83104 2.38287
C 2.54636 -3.52136 3.44412
C 2.77843 -2.18473 3.74390
C 2.16711 -1.22259 2.95690
N 1.37535 -1.52274 1.93057
H -1.85911 -0.61102 -2.07857
H 0.75002 -3.75431 -0.21210
H -0.63529 -3.63471 0.87317
H 1.51059 -4.86164 2.11819
H 3.00527 -4.30845 4.03200
H 3.41871 -1.89442 4.56685
H 2.30235 -0.16390 3.15163
O 1.82986 2.38583 -2.10437
C 1.06601 1.64637 -2.72311
N 0.14801 0.72524 -2.16803
C -0.55147 0.17067 -3.19542
O -1.53411 -0.69135 -3.03451
C -0.11812 0.64322 -4.45364
C -0.51093 0.39236 -5.77936
C 0.12721 1.07101 -6.79352
C 1.15101 2.01288 -6.51574
C 1.52894 2.27215 -5.20777
C 0.90079 1.58797 -4.17687
H -1.29794 -0.32125 -5.99577
H -0.15831 0.88822 -7.82421
H 1.63449 2.53214 -7.33588
H 2.30584 2.99396 -4.97996
C 2.21425 -0.53300 -0.63141
H 2.82715 -0.34494 0.25355
H 2.58501 0.10601 -1.43006
H 2.31424 -1.58554 -0.92205
```

E_HOMO (spin up / spin down) (eV): 0.85 / -1.73
HOMO-LUMO gap (spin up / spin down) (eV): 3.7 / 6.2
2S+1: 3
Charge: -2
Lowest unoccupied orbital energy (spin up / spin down) (eV): 4.527 / 4.523

---

Molecular weight readings, ordered: 769.3, 519.6, 401.5, 586.4 u